A structure of composition C4H4HgMgO2, computed with the ωB97M-V functional and the def2-TZVPD basis.

Atoms and positions in Å:
O1 -0.84 2.15 -1.01
C1 0.21 1.54 -0.62
C2 1.27 1.05 -1.31
H1 -1.56 2.13 -0.35
H2 2.19 0.86 -0.75
H3 1.35 1.28 -2.39
C3 -1.07 -0.50 2.15
C4 -0.65 -1.23 1.28
O2 -0.08 -1.93 0.35
Mg1 0.56 -1.10 -1.28
H4 -1.55 0.14 2.86
Hg1 0.17 -4.38 1.07

Output
spin multiplicity = 3
<S²> = 2.010
LUMO energy (alpha / beta) = -0.35770 / -0.41777 Ha
HOMO energy (alpha / beta) = -16.710 / -16.641 eV
net charge = +2
Kohn-Sham gap (alpha / beta) = 7.0 / 5.3 eV

Charge distribution, Mulliken scheme, values in e:
1 O -0.338
2 C 0.487
3 C -1.235
4 H 0.457
5 H 0.456
6 H 0.461
7 C -0.097
8 C 0.278
9 O -0.798
10 Mg 1.110
11 H 0.421
12 Hg 0.798

A structure of composition C4H4HoO2, computed with the ωB97M-V functional and the def2-TZVPD basis.

Atoms and positions in Å:
O1 1.87 -0.62 0.26
C1 0.74 -1.27 0.44
H1 0.53 -1.63 1.46
C2 -0.23 -1.41 -0.52
C3 -1.67 -1.43 -0.11
C4 -2.11 -0.04 0.42
O2 -1.32 0.93 0.21
Ho1 0.86 1.25 -0.32
H2 0.01 -1.13 -1.56
H3 -1.82 -2.10 0.76
H4 -2.38 -1.75 -0.89

Output
spin multiplicity = 6
<S²> = 8.756
LUMO energy (alpha / beta) = -0.02051 / -0.04139 Ha
HOMO energy (alpha / beta) = -6.682 / -6.728 eV
net charge = 0
Kohn-Sham gap (alpha / beta) = 6.1 / 5.6 eV

Charge distribution, Mulliken scheme, values in e:
1 O -0.628
2 C -0.295
3 H 0.288
4 C -0.387
5 C -0.180
6 C -0.587
7 O -0.261
8 Ho 1.088
9 H 0.309
10 H 0.272
11 H 0.381

An isolated molecule of C4H4I2, computed with the ωB97M-V functional and the def2-TZVPD basis.

Atoms and positions in Å:
C1 -0.95 -1.64 -1.38
C2 1.78 1.44 1.27
C3 2.11 0.53 0.38
C4 0.34 -1.43 -1.12
I1 3.87 -0.38 -0.17
I2 1.84 -2.30 -2.15
H1 -1.11 -2.41 -2.01
H2 -1.79 -1.05 -1.09
H3 2.45 2.19 1.58
H4 0.74 1.41 1.67

Output
ΔE to the lowest compared entry with this formula, charge and spin = 39.8 kcal/mol
spin multiplicity = 3
<S²> = 2.026
LUMO energy (alpha / beta) = 0.01264 / -0.06255 Ha
HOMO energy (alpha / beta) = -7.787 / -8.821 eV
net charge = 0
Kohn-Sham gap (alpha / beta) = 8.1 / 7.1 eV

Charge distribution, Mulliken scheme, values in e:
1 C -0.609
2 C -0.370
3 C -0.251
4 C -0.079
5 I 0.134
6 I 0.147
7 H 0.277
8 H 0.251
9 H 0.296
10 H 0.204

A structure of composition C4H4IN, computed with the ωB97M-V functional and the def2-TZVPD basis.

Atoms and positions in Å:
C1 1.72 1.45 0.97
C2 2.73 0.78 1.06
C3 -0.52 -0.66 -0.02
C4 -1.58 -1.25 -0.99
N1 0.63 2.11 1.08
I1 -1.10 1.34 0.52
H1 3.66 0.32 1.08
H2 -1.53 -2.43 -1.13
H3 -2.57 -0.99 -0.69
H4 -1.44 -0.67 -1.89

Output
ΔE to the lowest compared entry with this formula, charge and spin = 205.5 kcal/mol
LUMO energy (alpha / beta) = -0.06051 / -0.06037 Ha
HOMO energy (alpha / beta) = -7.324 / -7.327 eV
net charge = 0
Kohn-Sham gap (alpha / beta) = 5.7 / 5.7 eV

Charge distribution, Mulliken scheme, values in e:
1 C 0.230
2 C -0.486
3 C 0.004
4 C -0.963
5 N -0.687
6 I 0.483
7 H 0.461
8 H 0.238
9 H 0.371
10 H 0.349

An isolated molecule of C4H4IN, computed with the ωB97M-V functional and the def2-TZVPD basis.

Atoms and positions in Å:
C1 1.21 0.53 -1.19
C2 0.14 1.28 -0.93
C3 1.12 -0.51 0.03
C4 -0.43 -0.46 0.35
N1 -0.88 0.80 -0.30
I1 -2.64 1.85 0.44
H1 1.37 -1.39 -0.55
H2 1.78 -0.34 0.83
H3 -0.88 -1.44 -0.12
H4 -0.81 -0.32 1.44

Output
ΔE to the lowest compared entry with this formula, charge and spin = 148.9 kcal/mol
SMILES string = IN1C#CCC1
LUMO energy (alpha / beta) = -0.05080 / -0.05067 Ha
HOMO energy (alpha / beta) = -8.347 / -8.346 eV
net charge = 0
Kohn-Sham gap (alpha / beta) = 7.0 / 7.0 eV

Charge distribution, Mulliken scheme, values in e:
1 C -0.434
2 C 0.166
3 C -0.374
4 C -0.325
5 N -0.320
6 I 0.191
7 H 0.244
8 H 0.361
9 H 0.201
10 H 0.292

An isolated molecule of C4H4INO2, computed with the ωB97M-V functional and the def2-TZVPD basis.

Atoms and positions in Å:
C1 -3.73 0.56 0.83
C2 -2.99 1.69 0.32
C3 -0.93 0.71 1.03
C4 -0.61 -1.17 -0.20
N1 -1.31 -0.53 0.96
O1 -3.44 2.72 -0.07
O2 -1.50 1.68 0.52
I1 -4.56 -0.63 -0.62
H1 0.15 0.91 1.11
H2 -1.11 -1.81 -0.94
H3 0.20 -1.71 0.10
H4 -0.18 -0.33 -0.89

Output
ΔE to the lowest compared entry with this formula, charge and spin = 148.9 kcal/mol
LUMO energy (alpha / beta) = -0.05030 / -0.05028 Ha
HOMO energy (alpha / beta) = -8.872 / -8.873 eV
net charge = 0
Kohn-Sham gap (alpha / beta) = 7.5 / 7.5 eV

Charge distribution, Mulliken scheme, values in e:
1 C -0.337
2 C 0.550
3 C 0.145
4 C -0.821
5 N -0.424
6 O -0.459
7 O -0.201
8 I 0.213
9 H 0.476
10 H 0.245
11 H 0.345
12 H 0.268

no.,largest force on an atom (Eh/bohr)
1,0.042
2,0.050
3,0.068
4,0.052
5,0.051
6,0.123